# 1
The following is a DFT calculation (ωB97M-V/def2-TZVPD) of H4NOPS2 in the gas phase.

```
! RIJCOSX wB97M-V def2-TZVPD def2/J DEFGRID3
* xyz 0 1
S 0.07 2.25 0.22
H 0.99 2.45 -0.64
P -0.40 0.20 -0.32
H 0.50 -0.94 1.64
H 1.43 -1.07 0.01
S -2.40 -0.13 0.28
H -2.12 -1.18 -0.52
O -0.16 -0.08 -1.72
N 0.55 -0.88 0.58
*
```

As for the SMILES: NP(=O)(S)S. As for the frontier orbital gap: 10.13 eV.

---

# 2
The following is a DFT calculation (ωB97M-V/def2-TZVPD) of 2 unconnected molecules or ions with the total composition C6H12O3.

```
! RIJCOSX wB97M-V def2-TZVPD def2/J DEFGRID3
* xyz 0 1
H -2.36 1.78 -1.50
C 1.12 -2.61 -0.45
H -1.90 3.19 0.41
C -1.49 1.14 -1.35
H 1.27 1.36 0.71
C -0.67 1.59 -0.19
H -0.54 -1.24 0.83
O 2.19 -2.05 -0.37
H -1.84 0.11 -1.19
C 0.54 0.77 0.12
H 1.01 -0.73 1.72
H -0.87 1.13 -2.25
H 1.86 -0.30 -0.80
H -0.57 0.03 1.91
H 1.34 -3.65 1.12
C -1.00 2.63 0.57
H 0.39 -2.46 -1.26
H -0.39 2.93 1.41
O 1.13 0.32 -1.04
O 0.67 -3.50 0.42
C 0.10 -0.44 1.19
*
```

As for the SMILES: C=C(C)[C@@H](C)O.O=CO. As for the frontier orbital gap: 9.66 eV.

---

# 3
The following is a DFT calculation (ωB97M-V/def2-TZVPD) of 4 unconnected molecules or ions with the total composition C29H58N2O3S3.

```
! RIJCOSX wB97M-V def2-TZVPD def2/J DEFGRID3
* xyz 0 1
C -4.09 -1.34 5.40
H 2.47 2.05 -5.74
H -0.07 3.42 -4.74
H -3.90 -5.47 0.01
H -2.48 -0.19 6.25
C 1.56 3.17 -3.35
C 0.22 -4.23 2.26
H 7.40 4.96 -0.52
C 1.21 5.22 -6.47
H 0.74 4.78 -8.54
H -2.92 -0.75 8.64
H -0.25 -3.25 -1.95
H -1.31 -1.91 5.38
C -5.15 -2.82 0.02
C 0.22 4.93 -7.59
H -2.70 -2.23 7.72
C 0.75 -1.52 -1.14
C 1.65 2.76 -5.87
H -0.70 -1.30 3.04
H -1.51 -5.05 -1.79
H 1.95 4.19 -3.42
C -3.33 -4.79 -0.63
H -2.12 -0.62 -2.83
H 7.17 5.90 0.95
H -7.86 -2.68 1.59
H -1.40 -3.29 4.32
C -0.78 -4.93 0.22
C -3.32 -2.59 4.97
H 1.46 -1.28 -0.35
H 1.94 3.01 1.93
H 1.26 -1.28 -2.08
H 3.55 2.31 1.96
H 2.39 4.11 -0.25
H 2.95 4.43 -5.50
H -3.80 -4.81 -1.62
C -7.09 -2.65 0.83
S 0.60 -6.14 -0.12
C 2.24 4.11 -6.26
O 0.82 -3.56 1.23
C -0.50 -0.63 -1.04
H 1.05 2.36 -6.70
H 3.56 4.63 0.94
C -3.34 -1.35 7.84
C -1.88 -5.29 -0.79
H 4.57 4.12 -1.29
C -0.13 -3.53 0.15
H -2.17 -0.43 3.49
N -7.20 -2.35 -0.41
H 2.38 1.80 0.73
H -4.07 0.34 6.73
H -2.27 -1.89 2.48
H -0.48 5.76 -7.72
H 1.74 6.15 -6.69
H -1.96 -6.38 -0.75
H -0.37 4.04 -7.39
C -1.04 -4.93 1.73
H 5.84 5.69 -0.18
H 2.41 2.50 -3.18
H -4.22 -0.68 4.54
H 5.59 4.18 1.82
H 0.27 -7.02 0.84
H -5.11 -1.64 5.70
S -1.02 0.11 -2.62
C 0.46 -3.02 -1.15
C 0.80 2.77 -4.60
C -3.46 -0.55 6.55
C 3.23 3.76 0.36
C 2.75 2.66 1.30
H -1.37 -1.18 -0.65
H 2.82 3.99 -7.18
C -1.75 -1.43 3.32
H 6.36 2.58 -0.67
C -1.87 -2.33 4.55
H -4.32 -1.70 8.18
N -5.93 -2.45 -0.95
C 6.69 5.19 0.27
H -0.89 -2.81 0.49
H 3.98 2.48 -1.20
H 7.15 3.48 1.49
H 1.38 -3.57 -1.36
H 5.45 1.96 0.69
C 6.28 3.92 1.01
S -3.44 -3.09 -0.03
H -1.88 -4.29 2.03
H -0.33 0.19 -0.34
H -3.86 -3.06 4.14
H 0.40 1.76 -4.43
C 4.35 3.31 -0.59
H -3.32 -3.32 5.78
H 0.92 3.13 -2.47
O 0.65 -4.23 3.38
H 0.66 5.40 -5.54
C 5.64 2.87 0.10
H -1.14 -5.91 2.20
O -5.83 -2.97 1.19
*
```

As for the SMILES: O=C1C[C@@](S)(CCSc2nnco2)[C@H](CCCS)O1.CCCCCC.CCCCCC.CCCCCC. As for the frontier orbital gap: 9.47 eV.

---

# 4
The following is a DFT calculation (ωB97M-V/def2-TZVPD) of a molecular structure, C2H6Cl2O.

```
! RIJCOSX wB97M-V def2-TZVPD def2/J DEFGRID3
* xyz 0 1
H 3.79 -0.96 1.22
Cl 2.91 0.69 -1.27
H 1.17 1.33 -2.62
O 3.20 -1.34 0.53
H 0.78 2.17 0.30
H 1.81 2.79 -1.80
C 0.43 1.57 -0.57
C 1.52 1.73 -1.64
Cl 0.00 0.00 0.00
H -0.45 2.10 -1.00
H 3.26 -0.71 -0.22
*
```

As for the frontier orbital gap: 11.23 eV.

---

# 5
The following is a DFT calculation (ωB97M-V/def2-TZVPD) of a gas-phase ion, C15H17BrClN3O6P (charge +1).

```
! RIJCOSX wB97M-V def2-TZVPD def2/J DEFGRID3
* xyz 1 1
H 4.47 2.30 -1.99
H -3.34 -1.32 3.01
O 3.00 0.51 -0.52
H -0.02 1.60 0.14
H 3.40 3.72 -1.75
C -0.71 0.78 0.34
C 3.06 -0.28 -1.65
C 3.44 2.64 -1.90
O 2.04 2.44 -0.01
C 0.30 -1.37 -0.06
H -2.90 -0.58 -0.69
C -1.11 -1.00 1.75
C -4.73 2.22 -0.44
C 2.17 -2.93 0.01
N -0.10 -1.91 1.15
H -5.73 2.59 -0.62
C -2.49 2.60 0.30
C -2.13 1.29 0.05
H 2.44 -2.15 -2.36
C -3.12 0.47 -0.46
O -2.90 -1.19 3.87
H -0.31 -0.15 -1.52
H 0.67 -1.90 1.82
C 1.94 -1.32 -1.87
P -1.28 -1.39 3.61
H 2.69 -3.52 -0.74
C -4.40 0.90 -0.70
H -4.04 4.09 0.22
C -3.76 3.06 0.04
C 2.77 1.88 -0.78
H 2.96 2.34 -2.85
O 4.38 -2.17 0.42
N -0.48 -0.39 -0.56
Br -0.86 -3.60 3.82
Cl 3.00 -1.90 2.58
H -1.75 3.30 0.69
H 1.19 -0.98 -2.58
O 3.94 -0.24 -2.46
H -5.16 0.23 -1.07
C 3.30 -2.33 0.88
H -2.09 -1.20 1.29
O -0.68 0.32 1.67
N 1.39 -1.86 -0.61
H 1.53 -3.63 0.57
*
```

As for the SMILES: CC(=O)OC(=O)CN(CC(=O)Cl)C1=[NH+][C@@H](P(O)Br)O[C@H](c2ccccc2)N1. As for the frontier orbital gap: 8.79 eV.

---

- Look up the frontier orbital gap of the second one.
  9.66 eV

---

- Look up the frontier orbital gap of the fourth one.
  11.23 eV

---

- Which value of frontier orbital gap does entry 5 give?
  8.79 eV

---

- Look up the frontier orbital gap of the fifth one.
  8.79 eV